No. 1
Computed, not measured: a molecular structure, C3H2FO2Rb, with wB97M-V/def2-TZVPD.

## Properties
DFT total energy in a.u.: -389.74332
Lowest unoccupied orbital energy (alpha / beta) in eV: -1.13 / -1.13
F_max in eV/A: 6.12
Highest occupied orbital energy (alpha / beta) in Eh: -0.2222 / -0.2290

The geometry in ORCA input format:
```
! wB97M-V def2-TZVPD RIJCOSX def2/J DEFGRID3
* xyz 0 1
F -0.149 0.805 1.500
O -0.821 -0.276 -0.890
O 0.370 -1.592 1.300
C 0.139 0.738 -1.143
C 0.932 0.595 0.077
C 0.310 -0.611 0.605
H 0.738 0.470 -2.033
H 2.023 0.545 0.023
Rb -3.542 -0.674 0.562
*
```

---

No. 2
Computed, not measured: 2 unconnected molecules or ions with the total composition C3H5NO2, with wB97M-V/def2-TZVPD.

## Properties
DFT total energy in a.u.: -322.52218
Lowest unoccupied orbital energy in eV: 0.89
F_max in eV/A: 1.39
Highest occupied orbital energy in Eh: -0.3558

The geometry in ORCA input format:
```
! wB97M-V def2-TZVPD RIJCOSX def2/J DEFGRID3
* xyz 0 1
O 2.408 -0.470 -0.637
C 1.806 0.097 0.241
C 0.292 0.188 0.290
N -0.392 -0.372 -0.855
C -3.283 -0.149 -0.012
O -2.958 0.318 0.974
H 2.345 0.578 1.086
H -0.038 -0.315 1.212
H 0.003 1.240 0.419
H -0.016 -1.298 -1.043
H -0.167 0.181 -1.677
*
```

---

No. 3
Computed, not measured: a molecular structure, C10H17MnN3O4Sb, with wB97M-V/def2-TZVPD.

## Properties
DFT total energy in a.u.: -2247.16598
Lowest unoccupied orbital energy (alpha / beta) in eV: -6.93 / -7.83
⟨S²⟩: 6.0192
F_max in eV/A: 1.84
Highest occupied orbital energy (alpha / beta) in Eh: -0.5343 / -0.5344

The geometry in ORCA input format:
```
! wB97M-V def2-TZVPD RIJCOSX def2/J DEFGRID3
* xyz 2 5
Mn 1.300 -0.625 0.444
O 4.677 1.431 -0.429
C 3.505 0.963 -0.168
O 3.263 -0.232 0.054
C 2.361 1.907 -0.141
C 2.356 3.281 -0.280
C 1.131 3.941 -0.233
C -0.041 3.213 -0.060
C 0.054 1.842 0.086
N 1.228 1.213 0.044
C -1.072 0.840 0.263
O -2.243 1.160 0.109
O -0.630 -0.350 0.548
H 5.372 0.751 -0.447
H 3.283 3.821 -0.413
H 1.092 5.016 -0.343
H -1.009 3.694 -0.031
N 1.351 -2.764 0.018
N 1.304 -2.477 1.441
H 0.555 -3.312 -0.282
H 2.191 -3.276 -0.228
H 2.083 -2.896 1.939
H 0.447 -2.822 1.857
C -4.650 -3.033 -0.037
Sb -3.652 -1.121 -0.337
C -5.135 0.204 -1.144
C -2.420 -1.660 -2.026
H -5.247 -3.195 -0.935
H -5.286 -2.990 0.842
H -3.905 -3.817 0.073
H -5.951 -0.407 -1.525
H -4.668 0.788 -1.933
H -5.489 0.864 -0.357
H -2.804 -1.160 -2.913
H -2.491 -2.738 -2.167
H -1.390 -1.367 -1.856
*
```

---

No. 4
Computed, not measured: a molecular structure, C41H36CaIN4O2PSSe, with wB97M-V/def2-TZVPD.

## Properties
DFT total energy in a.u.: -6069.84393
Lowest unoccupied orbital energy in eV: -0.08
F_max in eV/A: 4.95
Highest occupied orbital energy in Eh: -0.2559

The geometry in ORCA input format:
```
! wB97M-V def2-TZVPD RIJCOSX def2/J DEFGRID3
* xyz 0 1
Ca -0.082 -1.155 0.283
I -2.660 -3.330 -0.422
C -4.762 -2.793 -0.428
C -5.569 -3.895 -0.603
C -6.961 -3.795 -0.583
C -7.520 -2.567 -0.399
C -6.721 -1.418 -0.244
C -7.394 -0.190 -0.092
C -6.696 0.965 0.082
C -5.303 0.914 0.102
C -4.581 -0.252 -0.060
P -2.732 0.023 -0.112
C -2.760 0.652 -1.838
C -3.273 1.889 -2.216
C -3.335 2.239 -3.554
C -2.912 1.352 -4.529
C -2.394 0.122 -4.161
C -2.309 -0.223 -2.823
C -2.586 1.504 0.943
C -3.036 1.381 2.257
C -2.836 2.398 3.169
C -2.164 3.547 2.784
C -1.687 3.666 1.491
C -1.885 2.648 0.574
C -5.285 -1.484 -0.245
H -5.118 -4.863 -0.751
H -7.567 -4.677 -0.708
H -8.592 -2.441 -0.367
H -8.473 -0.196 -0.119
H -7.206 1.909 0.198
H -4.778 1.843 0.260
H -3.622 2.592 -1.474
H -3.726 3.207 -3.834
H -2.991 1.620 -5.573
H -2.059 -0.575 -4.915
H -1.876 -1.178 -2.543
H -3.551 0.475 2.557
H -3.189 2.291 4.184
H -1.999 4.340 3.499
H -1.146 4.556 1.194
H -1.476 2.736 -0.423
N 6.637 1.500 2.899
C 5.288 1.262 2.824
C 4.409 2.273 2.421
C 3.070 2.008 2.238
C 2.585 0.726 2.423
C 3.433 -0.281 2.847
C 4.770 -0.013 3.067
S 0.844 0.459 2.166
O 0.579 -0.985 2.237
O 0.103 1.222 3.130
N 0.382 0.834 0.695
C 1.025 1.175 -0.400
N 2.137 1.933 -0.389
C 2.617 2.320 -1.552
C 2.031 1.983 -2.765
C 0.925 1.148 -2.682
N 0.432 0.726 -1.536
H 6.946 2.458 2.915
H 7.202 0.845 3.411
H 4.793 3.264 2.234
H 2.394 2.788 1.929
H 3.036 -1.268 3.014
H 5.428 -0.797 3.411
H 3.510 2.934 -1.500
H 2.435 2.303 -3.711
H 0.419 0.793 -3.574
C 6.864 -1.317 0.415
C 5.461 -1.728 0.085
C 4.722 -2.552 0.916
C 3.424 -2.936 0.602
C 2.652 -3.806 1.546
C 2.867 -2.513 -0.609
Se 1.082 -3.087 -1.091
C 3.611 -1.714 -1.480
C 3.129 -1.346 -2.850
C 4.883 -1.311 -1.102
H 7.162 -1.683 1.393
H 6.946 -0.231 0.410
H 7.556 -1.716 -0.325
H 5.177 -2.929 1.822
H 3.255 -4.069 2.414
H 2.345 -4.724 1.040
H 1.743 -3.294 1.884
H 2.040 -1.355 -2.903
H 3.505 -2.084 -3.559
H 3.501 -0.366 -3.146
H 5.453 -0.683 -1.774
*
```

---

No. 5
Computed, not measured: 3 unconnected molecules or ions with the total composition C20H45NO6SSi, with wB97M-V/def2-TZVPD.

## Properties
DFT total energy in a.u.: -1982.56119
Lowest unoccupied orbital energy in eV: -0.12
F_max in eV/A: 10.86
Highest occupied orbital energy in Eh: -0.3182

The geometry in ORCA input format:
```
! wB97M-V def2-TZVPD RIJCOSX def2/J DEFGRID3
* xyz 0 1
C -3.744 -3.018 3.549
C -2.749 -3.588 4.720
S -2.892 -2.669 6.370
C -1.109 -2.687 7.049
Si -0.282 -0.942 7.062
C 0.799 -0.590 5.459
C 0.013 -1.315 4.212
C 0.095 -0.475 2.785
C 1.247 -1.020 1.753
C 0.642 -1.466 0.266
C 1.567 -0.818 -0.955
C 0.723 -0.987 -2.361
O 0.654 0.295 -3.110
C -0.741 0.646 -3.438
N 0.837 -0.813 8.506
C 0.283 0.098 9.401
O 0.181 1.194 10.199
H -3.725 -3.814 2.660
H -4.880 -2.975 3.898
H -3.409 -2.000 3.065
H -1.634 -3.605 4.305
H -3.032 -4.712 4.933
H -1.231 -3.022 8.185
H -0.453 -3.530 6.527
H -1.301 0.091 7.190
H 0.949 0.564 5.287
H 1.816 -1.173 5.634
H 0.404 -2.419 4.135
H -1.143 -1.311 4.508
H 0.128 0.679 2.999
H -0.952 -0.673 2.249
H 2.090 -0.222 1.540
H 1.756 -1.962 2.273
H -0.486 -1.191 0.122
H 0.716 -2.646 0.125
H 2.599 -1.383 -1.067
H 1.788 0.300 -0.661
H 1.348 -1.727 -3.054
H -0.357 -1.429 -2.110
H -1.454 -0.271 -3.597
H -1.198 1.312 -2.561
H -0.690 1.308 -4.429
C 2.750 3.673 0.898
O 3.614 2.559 0.674
C 4.067 2.488 -0.681
C 5.487 3.045 -0.826
O 5.527 4.448 -0.551
C 5.993 4.729 0.764
H 2.666 3.824 1.977
H 3.136 4.587 0.445
H 1.758 3.451 0.496
H 3.370 3.003 -1.353
H 4.078 1.429 -0.959
H 5.810 2.915 -1.864
H 6.192 2.503 -0.184
H 7.082 4.626 0.798
H 5.541 4.072 1.514
H 5.732 5.763 1.007
C -4.552 1.407 -7.624
O -3.775 0.565 -8.474
C -2.436 0.402 -7.998
C -2.260 -0.933 -7.267
O -3.032 -0.973 -6.063
C -4.250 -1.691 -6.225
H -5.605 1.270 -7.883
H -4.416 1.161 -6.570
H -4.280 2.452 -7.799
H -2.143 1.244 -7.360
H -1.782 0.407 -8.877
H -1.210 -1.037 -6.975
H -2.514 -1.777 -7.919
H -4.048 -2.766 -6.206
H -4.765 -1.432 -7.155
H -4.907 -1.445 -5.386
*
```

---

No. 6
Computed, not measured: a molecular structure, C16H14BBeCl5N6, with wB97M-V/def2-TZVPD.

## Properties
DFT total energy in a.u.: -3286.58663
Lowest unoccupied orbital energy (alpha / beta) in eV: -11.95 / -11.59
F_max in eV/A: 1.63
Highest occupied orbital energy (alpha / beta) in Eh: -0.5342 / -0.5177

The geometry in ORCA input format:
```
! wB97M-V def2-TZVPD RIJCOSX def2/J DEFGRID3
* xyz 2 1
C 2.884 0.038 -0.048
N 1.611 -0.020 -0.512
N 1.682 0.108 -1.876
C 2.950 0.281 -2.253
C 3.754 0.253 -1.122
B 0.424 0.118 -2.772
N -0.449 -1.064 -2.357
N -0.503 -1.504 -1.041
C -1.266 -2.623 -1.037
C -1.692 -2.886 -2.340
C -1.141 -1.899 -3.147
Be 0.202 -0.611 0.229
N -0.324 1.425 -2.414
N -0.749 1.631 -1.137
C -1.203 2.890 -1.092
C -1.093 3.495 -2.368
C -0.508 2.523 -3.171
H -1.532 3.349 -0.169
H -0.211 2.490 -4.204
H -1.351 4.496 -2.653
H 0.747 0.122 -3.926
H -1.159 -1.729 -4.216
H 3.152 0.381 -3.310
H -2.311 -3.697 -2.662
H 4.818 0.358 -1.089
H -1.437 -3.153 -0.112
H 3.115 -0.039 1.007
H -3.146 0.046 1.235
C -2.210 -0.535 1.252
H -2.391 -1.582 0.966
H -1.482 -0.039 0.550
H -1.823 -0.556 2.274
Cl 1.564 -2.872 1.412
C 1.248 -1.527 2.469
C 0.576 -0.434 1.959
C 0.344 0.676 2.754
Cl -0.358 2.129 2.096
C 0.760 0.698 4.115
Cl 0.419 2.044 5.096
C 1.491 -0.394 4.633
Cl 2.083 -0.333 6.230
C 1.761 -1.506 3.795
Cl 2.800 -2.738 4.343
*
```

---

No. 7
Computed, not measured: a molecular structure, C4H6O3Rh, with wB97M-V/def2-TZVPD.

## Properties
DFT total energy in a.u.: -491.21103
Lowest unoccupied orbital energy (alpha / beta) in eV: -10.08 / -13.88
⟨S²⟩: 8.7580
F_max in eV/A: 3.47
Highest occupied orbital energy (alpha / beta) in Eh: -0.5989 / -0.7483

The geometry in ORCA input format:
```
! wB97M-V def2-TZVPD RIJCOSX def2/J DEFGRID3
* xyz 2 6
H -0.017 -0.198 2.996
O -0.217 0.593 0.656
C 0.250 0.067 -0.489
O 0.863 -0.988 -0.549
Rh 1.213 -2.328 0.894
O -0.042 0.843 -1.472
C 0.798 0.822 -2.641
H 1.850 0.794 -2.336
H 0.547 -0.051 -3.253
H 0.572 1.749 -3.172
C -0.326 -0.247 1.716
C -1.469 -0.237 2.469
H -2.348 0.276 2.070
H -1.674 -1.096 3.112
*
```

---

No. 8
Computed, not measured: a molecular structure, C15H9Cl5CoN2O6, with wB97M-V/def2-TZVPD.

## Properties
DFT total energy in a.u.: -4821.76672
Lowest unoccupied orbital energy (alpha / beta) in eV: -1.24 / -1.29
⟨S²⟩: 3.7592
F_max in eV/A: 1.13
Highest occupied orbital energy (alpha / beta) in Eh: -0.3120 / -0.3113

The geometry in ORCA input format:
```
! wB97M-V def2-TZVPD RIJCOSX def2/J DEFGRID3
* xyz 0 4
Co -0.432 -0.376 0.170
O 2.586 -3.010 1.066
C 1.596 -2.340 0.507
O 0.480 -2.286 0.970
C 1.931 -1.691 -0.788
C 3.205 -1.640 -1.317
C 3.391 -0.988 -2.523
C 2.285 -0.481 -3.180
C 1.038 -0.584 -2.579
N 0.860 -1.133 -1.371
C -0.213 -0.058 -3.206
O -0.273 -0.013 -4.538
O -1.127 0.332 -2.539
H 2.281 -3.368 1.911
H 4.030 -2.080 -0.777
H 4.382 -0.874 -2.937
H 2.401 0.022 -4.131
H 0.479 -0.454 -4.951
N -0.567 1.882 -0.102
C 0.746 2.508 0.100
C 1.832 1.446 0.416
O 3.012 1.754 0.313
O 1.368 0.305 0.771
H -0.907 1.997 -1.046
H -1.268 2.242 0.530
H 0.730 3.190 0.950
H 1.073 3.062 -0.779
Cl -0.064 0.526 3.537
C -1.668 0.343 2.920
C -1.841 -0.133 1.622
C -3.167 -0.308 1.224
Cl -3.411 -1.019 -0.342
C -4.265 0.014 2.011
Cl -5.867 -0.222 1.429
C -4.047 0.527 3.287
Cl -5.379 0.952 4.285
C -2.742 0.678 3.749
Cl -2.468 1.279 5.338
*
```

---

No. 9
Computed, not measured: C3H4N2O in the gas phase, with wB97M-V/def2-TZVPD.

## Properties
DFT total energy in a.u.: -301.35314
Lowest unoccupied orbital energy in eV: 0.76
F_max in eV/A: 5.71
Highest occupied orbital energy in Eh: -0.3153

The geometry in ORCA input format:
```
! wB97M-V def2-TZVPD RIJCOSX def2/J DEFGRID3
* xyz 0 1
O -0.645 0.257 1.736
C 0.290 0.105 0.692
C -0.339 -1.088 0.261
N -0.351 -1.128 -1.049
N 0.177 0.033 -1.379
C 0.523 0.836 -0.405
H -0.246 0.917 2.308
H -0.657 -1.976 0.773
H 0.285 0.253 -2.352
H 0.962 1.791 -0.586
*
```

---

No. 10
Computed, not measured: 3 unconnected molecules or ions with the total composition C5H14NO2, with wB97M-V/def2-TZVPD.

## Properties
DFT total energy in a.u.: -403.82770
Lowest unoccupied orbital energy in eV: -4.85
F_max in eV/A: 2.62
Highest occupied orbital energy in Eh: -0.4909

The geometry in ORCA input format:
```
! wB97M-V def2-TZVPD RIJCOSX def2/J DEFGRID3
* xyz 1 1
C -2.123 0.440 -0.537
C -1.636 -0.943 -0.215
C -0.090 -1.006 -0.129
C 0.659 -1.315 -1.179
C -0.024 -1.088 2.314
N 0.517 -0.982 1.162
H -1.618 0.844 -1.437
H -3.187 0.422 -0.806
H -2.118 1.246 0.189
H -2.055 -1.393 0.672
H -2.127 -1.680 -0.885
H 0.378 -1.294 -2.204
H 1.627 -1.818 -1.146
H 0.559 -1.278 3.219
H -1.082 -1.307 2.425
H 1.497 -0.708 1.071
H 1.932 3.280 1.005
H 0.944 3.032 -0.039
O 1.451 2.540 0.617
H 1.962 1.237 -0.634
H 2.446 1.156 -2.086
O 2.090 0.614 -1.376
*
```

---

No. 11
Computed, not measured: a molecular structure, C4H5ErO2, with wB97M-V/def2-TZVPD.

## Properties
DFT total energy in a.u.: -1320.12372
Lowest unoccupied orbital energy (alpha / beta) in eV: -10.23 / -10.70
⟨S²⟩: 3.7691
F_max in eV/A: 5.64
Highest occupied orbital energy (alpha / beta) in Eh: -0.6006 / -0.5945

The geometry in ORCA input format:
```
! wB97M-V def2-TZVPD RIJCOSX def2/J DEFGRID3
* xyz 2 4
O -2.766 1.105 -0.317
C -1.689 1.014 0.280
C -1.151 -0.373 0.356
C 0.344 -0.493 0.343
C 1.124 -0.157 -0.700
O 2.442 -0.247 -0.757
Er 4.504 -0.418 0.303
H -0.924 1.807 0.130
H -1.568 -0.804 1.282
H 0.820 -0.900 1.242
H 0.662 0.253 -1.613
H -1.796 -0.788 -0.549
*
```

---

No. 12
Computed, not measured: a molecular structure, C31H34N12O3S3Sc, with wB97M-V/def2-TZVPD.

## Properties
DFT total energy in a.u.: -4039.89055
Lowest unoccupied orbital energy in eV: -2.48
F_max in eV/A: 0.19
Highest occupied orbital energy in Eh: -0.3562

The geometry in ORCA input format:
```
! wB97M-V def2-TZVPD RIJCOSX def2/J DEFGRID3
* xyz 1 1
Sc -0.096 -0.279 0.089
N -5.630 2.210 -5.969
C -5.147 1.702 -4.781
C -4.197 2.418 -4.041
C -3.757 1.941 -2.825
C -4.255 0.737 -2.336
C -5.189 0.011 -3.060
C -5.638 0.495 -4.272
S -3.691 0.169 -0.784
O -3.682 1.294 0.113
O -4.445 -0.999 -0.396
N -2.115 -0.238 -0.985
C -1.775 -1.196 -1.886
N -0.450 -1.480 -1.823
C 0.039 -2.390 -2.655
C -0.764 -3.035 -3.571
C -2.114 -2.700 -3.540
N -2.631 -1.808 -2.711
H -5.070 2.905 -6.432
H -6.082 1.564 -6.593
H -3.818 3.358 -4.423
H -3.034 2.506 -2.250
H -5.552 -0.927 -2.663
H -6.379 -0.058 -4.837
H 1.102 -2.595 -2.576
H -0.371 -3.764 -4.263
H -2.817 -3.181 -4.212
N 3.152 2.067 1.673
C 2.161 1.559 0.937
O 1.459 0.634 1.388
C 1.901 2.115 -0.435
C 1.021 1.152 -1.227
H 3.323 1.708 2.598
H 3.735 2.803 1.316
H 2.859 2.369 -0.906
H 1.386 3.072 -0.291
H 1.651 0.465 -1.809
H 0.434 1.700 -1.968
N 2.252 -3.935 1.090
C 3.391 -3.254 0.685
C 4.735 -3.610 0.681
C 5.617 -2.675 0.180
C 5.173 -1.434 -0.306
C 3.838 -1.089 -0.296
C 2.935 -2.019 0.220
N 1.551 -1.963 0.351
C 1.197 -3.119 0.863
C -0.204 -3.433 1.108
C -0.791 -4.611 1.440
S -2.487 -4.418 1.454
C -2.310 -2.766 1.072
N -1.073 -2.386 0.915
H 2.218 -4.850 1.503
H 5.073 -4.571 1.047
H 6.673 -2.905 0.153
H 5.898 -0.738 -0.705
H 3.497 -0.143 -0.693
H -0.333 -5.569 1.630
H -3.167 -2.117 0.921
N -1.293 2.819 0.694
C -1.664 2.036 1.773
C -2.430 2.605 2.799
C -2.731 1.857 3.906
C -2.243 0.551 4.000
C -1.510 0.066 2.949
N -1.240 0.773 1.834
H -2.053 3.385 0.336
H -0.878 2.325 -0.089
H -2.774 3.625 2.695
H -3.331 2.278 4.702
H -2.435 -0.068 4.863
H -1.117 -0.941 2.979
S -0.732 4.480 -2.162
C -0.155 5.660 -1.136
N 0.215 5.496 0.162
C 0.398 6.794 0.808
C 0.759 7.662 -0.397
N 0.032 6.961 -1.449
H -0.129 4.682 0.653
H 1.180 6.767 1.562
H -0.534 7.137 1.269
H 1.837 7.643 -0.586
H 0.431 8.693 -0.291
H 0.036 7.243 -2.414
*
```

---

No. 13
Computed, not measured: C2H2INO3 in the gas phase, with wB97M-V/def2-TZVPD.

## Properties
DFT total energy in a.u.: -655.50966
Lowest unoccupied orbital energy in eV: -0.65
F_max in eV/A: 2.79
Highest occupied orbital energy in Eh: -0.3625

The geometry in ORCA input format:
```
! wB97M-V def2-TZVPD RIJCOSX def2/J DEFGRID3
* xyz 0 1
O -2.634 2.029 0.324
C -2.615 0.859 0.194
I -4.472 -0.139 -0.046
C -1.388 -0.154 0.127
O -1.549 -1.318 0.373
N -0.156 0.351 -0.349
O 0.847 -0.658 -0.248
H 0.251 1.274 0.071
H 0.455 -1.573 -0.042
*
```